(1)
A cluster of 4 separate species, C3H15NO4 in total, computed with wB97M-V/def2-TZVPD.

The calculation puts the LUMO energy at 0.5 eV. The value obtained for the energy above the lowest of the compared OMol25 structures with the same formula, charge and spin is 20.86 kcal per mole. Its spin multiplicity is 1. Its SMILES is C[C@H](O)CN.O.O.O.

Last column: Mulliken charge in e.
CARTESIAN COORDINATES (ANGSTROEM)
C: -0.3413 1.4052 2.0597  -1.363
C: 0.1277 0.4634 0.9485  1.061
O: 0.1682 1.2622 -0.2221  -0.549
C: -0.8500 -0.7071 0.8468  -0.730
N: -0.3846 -1.6320 -0.1929  -0.453
H: -1.0580 2.1519 1.7004  0.307
H: -0.8037 0.8877 2.9000  0.358
H: 0.4122 2.1013 2.4478  0.354
H: 1.0854 0.0185 1.2072  -0.337
H: 0.2644 0.6386 -0.9441  0.257
H: -1.0065 -1.1434 1.8381  0.369
H: -1.8383 -0.3043 0.6051  0.313
H: -1.1600 -2.1311 -0.6069  0.226
H: 0.1980 -2.3052 0.2849  0.228
O: 2.8575 -1.6184 1.6399  -0.647
H: 3.2647 -0.8378 1.2326  0.309
H: 2.6292 -1.4935 2.5415  0.304
O: -2.8419 1.6697 -1.2033  -0.642
H: -1.8849 1.7647 -1.2632  0.335
H: -3.0310 1.7915 -0.2564  0.307
O: 1.0323 -0.8495 -3.5724  -0.653
H: 0.8465 0.0842 -3.4413  0.321
H: 0.7330 -1.2119 -2.7419  0.325



(2)
An isolated molecule of C5H6O2, computed with wB97M-V/def2-TZVPD.

The calculation puts the LUMO energy at 0.0 eV. The value obtained for the energy above the lowest of the compared OMol25 structures with the same formula, charge and spin is 32.59 kcal per mole. Its spin multiplicity is 1. Its SMILES is C[C@@H]1C=CC(=O)O1.

Last column: Mulliken charge in e.
CARTESIAN COORDINATES (ANGSTROEM)
C: 0.2485 0.6410 -1.6458  -1.343
C: 0.6629 -0.0872 -0.3878  0.602
C: -0.3628 -1.0804 0.0848  -0.372
C: -0.5523 -0.9214 1.3901  -0.357
C: 0.0477 0.3626 1.7909  0.435
O: -0.1851 1.0012 2.7793  -0.540
O: 0.7731 0.8271 0.7323  -0.353
H: 0.9387 1.4572 -1.8667  0.349
H: 0.2404 -0.0598 -2.4890  0.342
H: -0.7585 1.0467 -1.5189  0.343
H: 1.6683 -0.5163 -0.5121  0.229
H: -1.3880 -1.1794 -0.2330  0.274
H: -1.3284 -1.4442 1.9318  0.390



(3)
A cluster of 2 separate species, C8H10N2 in total, computed with wB97M-V/def2-TZVPD.

The calculation puts the LUMO energy at 0.6 eV. The value obtained for the energy above the lowest of the compared OMol25 structures with the same formula, charge and spin is 65.38 kcal per mole. Its spin multiplicity is 1. Its SMILES is [H]/N=C(/C)C#C.C=C(C)C#N.

Last column: Mulliken charge in e.
CARTESIAN COORDINATES (ANGSTROEM)
H: -2.5063 1.9883 1.1400  0.251
N: -2.5983 1.8460 0.1369  -0.649
C: -2.3026 0.7018 -0.2964  0.467
C: -2.5218 0.3312 -1.7263  -1.209
C: -1.8341 -0.3921 0.5665  -0.428
C: -1.7577 -1.2601 1.3988  0.081
H: -3.3801 -0.3378 -1.8021  0.345
H: -2.7060 1.2383 -2.2980  0.344
H: -1.6445 -0.1806 -2.1217  0.309
H: -1.6321 -2.0450 2.0902  0.495
C: 1.7189 -1.3400 1.0051  -0.890
C: 2.0107 -0.2478 0.3049  0.915
C: 3.3976 0.2855 0.1050  -1.165
C: 0.9716 0.5049 -0.3120  0.242
N: 0.3525 1.2424 -0.9514  -0.467
H: 2.4827 -1.8987 1.5280  0.279
H: 0.7072 -1.7026 1.0854  0.123
H: 3.4281 1.3542 0.3117  0.323
H: 4.1020 -0.2221 0.7692  0.356
H: 3.7122 0.1343 -0.9335  0.279



(4)
The ion C4H8FN2O with charge +1, computed with wB97M-V/def2-TZVPD.

The total charge is +1. The calculation puts the LUMO energy at -4.0 eV. The value obtained for the energy above the lowest of the compared OMol25 structures with the same formula, charge and spin is 2.83 kcal per mole. Its spin multiplicity is 1. Its SMILES is [NH2+]=COCN/C=C/F.

Last column: Mulliken charge in e.
CARTESIAN COORDINATES (ANGSTROEM)
N: -2.3602 1.3832 0.4278  -0.252
C: -1.4012 0.7512 -0.1490  0.317
O: -0.9622 -0.3257 0.3340  -0.341
C: 0.1865 -1.0908 -0.4635  -0.482
N: 1.1570 -1.3913 0.4735  -0.121
C: 2.2700 -0.5242 0.6083  0.005
C: 2.4919 0.6019 -0.0676  -0.281
F: 3.6347 1.2975 -0.0553  -0.229
H: -2.6926 2.3282 0.3495  0.264
H: -2.8308 1.0612 1.2609  0.270
H: -1.0879 1.0645 -1.1754  0.348
H: -0.2019 -2.0363 -0.7865  0.281
H: 0.7409 -0.5744 -1.2675  0.427
H: 1.1305 -2.1048 1.2001  0.241
H: 3.2245 -0.8437 1.1290  0.284
H: 1.7518 1.1881 -0.6053  0.269



(5)
A structure of composition C30H56F15N3O15S5Zn, computed with wB97M-V/def2-TZVPD.

The calculation puts the LUMO energy at 0.1 eV. Its spin multiplicity is 1.

Last column: Mulliken charge in e.
CARTESIAN COORDINATES (ANGSTROEM)
Zn: 0.0441 -0.6368 0.5296  -0.396
C: -6.5042 2.2494 -2.6617  -1.157
C: -5.8135 3.6046 -2.5156  -0.665
C: -4.3183 3.4755 -2.0711  -0.621
N: -3.3003 3.4272 -3.2436  0.723
C: -3.4181 2.1521 -4.0606  -0.942
C: -3.4297 4.5944 -4.1921  -0.721
C: -2.0014 4.9317 -4.6601  -1.039
C: -1.0781 4.1295 -3.8170  -0.121
C: -1.9106 3.6833 -2.7027  -0.363
H: -5.9836 1.7439 -3.4751  0.246
H: -7.5297 2.4263 -2.9859  0.423
H: -6.7078 1.7567 -1.7110  0.318
H: -6.4038 4.2041 -1.8226  0.488
H: -5.8766 4.3193 -3.3361  0.350
H: -3.9432 2.6841 -1.4222  0.431
H: -4.1317 4.4625 -1.6478  0.357
H: -2.7123 2.1268 -4.8909  0.438
H: -4.3592 2.1822 -4.6097  0.335
H: -3.2423 1.3155 -3.3844  0.147
H: -4.0637 4.3842 -5.0534  0.397
H: -3.8121 5.4308 -3.6070  0.463
H: -1.8579 4.8550 -5.7379  0.359
H: -1.8393 5.9789 -4.4049  0.308
H: -0.7152 3.3141 -4.4427  0.179
H: -0.2116 4.6552 -3.4158  0.169
H: -1.5584 2.7159 -2.3446  -0.029
H: -2.0545 4.4606 -1.9522  0.542
C: -1.5679 -3.0685 4.2477  -1.123
C: -1.9654 -4.5731 3.9758  0.009
C: -0.7251 -5.5547 4.2035  -0.735
N: -1.0157 -7.0491 3.9093  0.652
C: -1.6912 -7.2124 2.4833  -1.097
C: -1.7232 -7.7411 5.0874  -0.654
C: -0.6318 -8.3401 5.9883  -0.420
C: 0.2396 -8.8861 4.8998  -0.693
C: 0.3231 -7.7546 3.8928  -0.828
H: -2.2742 -2.4741 3.6680  0.185
H: -0.5730 -2.9050 3.8336  0.202
H: -1.5550 -2.8566 5.3168  0.446
H: -2.2351 -4.6097 2.9204  0.162
H: -2.7767 -4.8639 4.6432  0.278
H: -0.3373 -5.5432 5.2221  0.294
H: 0.1746 -5.2986 3.6441  0.355
H: -2.6152 -6.6534 2.6311  0.558
H: -2.0017 -8.2312 2.2517  0.346
H: -1.0771 -6.7946 1.6856  0.232
H: -2.3057 -8.5120 4.5827  0.422
H: -2.4400 -7.1026 5.6039  0.237
H: -1.0687 -9.1531 6.5681  0.362
H: -0.0747 -7.5951 6.5564  0.305
H: -0.2036 -9.7308 4.3724  0.349
H: 1.1396 -9.2802 5.3717  0.363
H: 0.7386 -8.0141 2.9191  0.471
H: 1.0802 -7.0259 4.1824  0.399
C: 5.5604 6.7930 -2.6822  -1.389
C: 4.5869 6.1241 -1.7223  -0.411
C: 4.6433 4.5635 -1.9873  -0.971
N: 3.6144 3.7142 -1.1757  0.453
C: 3.6789 4.1085 0.4147  -0.391
C: 5.0744 3.8718 0.9255  -0.956
C: 5.5279 2.3887 0.7435  -0.364
C: 5.4093 1.8742 -0.7154  -1.044
C: 4.0119 2.1883 -1.3555  -0.068
C: 2.1898 3.9158 -1.7213  -1.255
H: 5.3368 6.7509 -3.7481  0.349
H: 6.6148 6.5931 -2.4916  0.333
H: 5.3686 7.8284 -2.4007  0.416
H: 3.6022 6.5897 -1.7642  0.391
H: 4.9594 6.3059 -0.7143  0.252
H: 5.5978 4.0899 -1.7577  0.632
H: 4.4258 4.2861 -3.0187  0.394
H: 3.3338 5.1150 0.6516  0.471
H: 3.0107 3.3513 0.8250  0.295
H: 5.8713 4.4838 0.5031  0.363
H: 5.2231 4.1945 1.9559  0.523
H: 6.5751 2.3367 1.0413  0.451
H: 4.9693 1.7844 1.4583  -0.031
H: 6.2134 2.2166 -1.3668  0.471
H: 5.5150 0.7900 -0.6783  0.508
H: 3.9388 2.0059 -2.4277  0.510
H: 3.2014 1.6081 -0.9143  -0.152
H: 1.8295 4.9264 -1.5288  0.429
H: 1.4874 3.1860 -1.3186  0.276
H: 2.0884 3.8381 -2.8037  0.449
C: 1.4250 -1.3236 -3.5871  0.386
F: 2.6609 -0.9702 -3.3612  -0.185
F: 1.2805 -1.4349 -4.9113  -0.230
F: 1.2536 -2.6022 -3.0841  -0.168
S: 0.1304 -0.0510 -2.8754  1.375
O: -1.0295 -0.2282 -3.6935  -0.831
O: -0.0843 -0.4137 -1.4562  -0.252
O: 0.6573 1.2889 -3.0396  -0.725
C: -0.5072 -4.9047 -0.8016  0.468
F: -1.5492 -5.0313 0.0262  -0.140
F: -0.1206 -6.1708 -1.0778  -0.230
F: -0.7965 -4.2224 -1.9642  -0.194
S: 0.9663 -4.0063 0.2057  0.832
O: 2.2146 -4.0728 -0.5728  -0.711
O: 0.5291 -2.5968 0.3606  0.240
O: 1.0187 -4.7517 1.4704  -0.656
C: -3.8334 -1.6722 -0.9537  0.373
F: -3.0073 -2.4087 -1.7196  -0.197
F: -3.5738 -0.4160 -1.2889  -0.240
F: -5.1173 -1.9482 -1.1016  -0.227
S: -3.2228 -1.7739 0.8443  1.005
O: -1.8004 -1.2861 0.8193  0.096
O: -4.0832 -0.8538 1.5467  -0.709
O: -3.3799 -3.1697 1.2936  -0.718
C: -1.5881 2.6868 2.9955  0.395
F: -1.7416 3.9307 3.3320  -0.184
F: -0.6361 2.0561 3.7479  -0.156
F: -2.7720 2.0552 3.0680  -0.195
S: -0.9501 2.5495 1.0382  1.090
O: -0.6464 1.1780 0.7715  0.423
O: -2.1038 3.0124 0.2260  -0.627
O: 0.2760 3.3339 1.0050  -0.639
C: 3.6153 -1.2547 2.3764  0.378
F: 4.6386 -0.7630 1.6754  -0.160
F: 3.3080 -2.4753 1.9624  -0.104
F: 3.8264 -1.1561 3.6823  -0.190
S: 2.0753 -0.1585 2.0443  0.501
O: 2.3467 1.1654 2.6569  -0.643
O: 1.9422 -0.0594 0.5861  -0.390
O: 0.8146 -0.7067 2.5060  -0.493



(6)
A cluster of 2 separate species, C4H4N2O2 in total, computed with wB97M-V/def2-TZVPD.

The calculation puts the LUMO energy at -1.0 eV. The value obtained for the energy above the lowest of the compared OMol25 structures with the same formula, charge and spin is 137.26 kcal per mole. Its spin multiplicity is 1.

Last column: Mulliken charge in e.
CARTESIAN COORDINATES (ANGSTROEM)
C: 0.2502 -1.3084 -0.5744  -0.121
C: -0.1369 -0.2135 0.1756  0.439
C: -0.1056 1.8655 0.6461  0.521
C: -0.2251 -0.1512 1.4689  -0.518
H: 1.0214 -2.0328 -2.2852  0.392
H: 0.3010 -2.2070 -0.1297  0.443
H: -0.5671 0.8950 -1.5346  0.416
H: -0.2370 -0.9145 2.2718  0.363
N: 0.2675 1.0550 -0.3989  -0.368
N: -0.2128 1.1580 1.8434  -0.460
O: 0.3395 -1.1405 -1.9426  -0.520
O: -0.6950 2.9943 0.4595  -0.586



Calculated values (eV) of E_HOMO for the records, taken in order: -10.12, -10.20, -9.84, -12.46, -8.29, -8.75.
Calculated values (eV) of gap between HOMO and LUMO for the records, taken in order: 10.6, 10.2, 10.5, 8.5, 8.4, 7.8.
Calculated values (u) of molar mass for the records, taken in order: 129.156, 98.101, 134.182, 119.119, 1209.479, 112.088.